Here is a cluster of 2 separate species, C5H9Cl3O in total from OMol25. Energies are from the ωB97M-V functional and the def2-TZVPD basis.

Bonds (Å) are listed after each position.
Cartesian coordinates (Å):
1 C -2.63 -0.76 0.72  C2 1.299, H6 1.057, H7 1.059
2 C -1.48 -0.68 0.13  C1 1.299, C3 1.553, C4 1.543
3 C -0.36 -1.75 0.20  C2 1.553, H8 1.043, H9 1.110, H10 1.146
4 C -0.93 0.42 -0.81  C2 1.543, Cl5 1.712, H11 1.028, H12 1.106
5 Cl -2.14 1.48 -1.40  C4 1.712
6 H -2.81 -1.64 1.28  C1 1.057
7 H -3.36 0.00 0.67  C1 1.059
8 H -0.26 -2.02 1.21  C3 1.043
9 H 0.48 -1.31 -0.38  C3 1.110
10 H -0.70 -2.77 -0.20  C3 1.146
11 H -0.27 1.00 -0.28  C4 1.028
12 H -0.46 -0.06 -1.69  C4 1.106
13 O 1.94 1.68 -0.81  C14 1.336, H17 1.006
14 C 2.38 1.20 0.36  O13 1.336, Cl15 1.760, Cl16 1.802, H18 1.105
15 Cl 2.82 2.45 1.52  C14 1.760
16 Cl 3.60 -0.08 0.00  C14 1.802
17 H 2.67 2.16 -1.31  O13 1.006
18 H 1.52 0.68 0.80  C14 1.105

Frontier orbital gap = 10.29 eV
Electronic energy = -44944.392 eV
HOMO energy = -9.75 eV
Energy above the lowest of the compared OMol25 structures with the same formula, charge and spin = 0.9047 eV

Charge distribution, natural (NBO) scheme, values in e: atom 1 (C): -0.41, atom 2 (C): 0.02, atom 3 (C): -0.66, atom 4 (C): -0.43, atom 5 (Cl): -0.03, atom 6 (H): 0.20, atom 7 (H): 0.21, atom 8 (H): 0.23, atom 9 (H): 0.21, atom 10 (H): 0.23, atom 11 (H): 0.21, atom 12 (H): 0.22, atom 13 (O): -0.69, atom 14 (C): 0.07, atom 15 (Cl): -0.02, atom 16 (Cl): -0.06, atom 17 (H): 0.49, atom 18 (H): 0.20